<a>
{"formula": "C5H10FN", "method": "wB97M-V/def2-TZVPD", "homo_ev": -8.633, "smiles": "CCN1C[C@@H]1CF", "lumo_ha": 0.041, "elements": ["C", "C", "N", "C", "C", "C", "F", "H", "H", "H", "H", "H", "H", "H", "H", "H", "H"], "coordinates": [[2.68281, -0.32411, 0.03600], [1.17570, -0.64052, -0.25856], [0.50596, 0.59255, -0.37369], [-0.18439, 1.36165, 0.72020], [-0.93580, 0.88626, -0.44873], [-1.89832, -0.26140, -0.35653], [-1.48468, -1.22263, 0.55511], [3.34147, -1.19945, 0.11133], [2.93052, 0.35561, -0.75273], [2.82767, 0.14484, 1.00587], [1.03423, -1.33864, -1.15189], [0.82540, -1.30432, 0.55223], [-0.28560, 0.84713, 1.64491], [0.17677, 2.34800, 0.69908], [-1.07306, 1.55413, -1.24285], [-2.95142, 0.08773, -0.08269], [-2.04548, -0.77048, -1.31776]], "lowdin_charge": [-0.084, -0.297, -0.092, -0.044, -0.245, -0.167, -0.053, 0.067, 0.054, 0.062, 0.135, 0.095, 0.107, 0.089, 0.120, 0.135, 0.117]}



<b>
{"formula": "C5H10FN", "method": "wB97M-V/def2-TZVPD", "homo_ev": -8.300, "lumo_ha": 0.035, "elements": ["C", "C", "C", "C", "C", "H", "H", "H", "H", "H", "H", "H", "H", "H", "H", "N", "F"], "coordinates": [[2.20418, 0.21442, -0.28950], [1.20685, 0.77349, 0.59375], [-0.81223, -1.13426, 0.31944], [-2.11766, -0.62059, -0.09318], [-1.32606, 0.69793, -0.40680], [2.12972, 0.31546, -1.51918], [3.16831, 0.56477, -0.14063], [0.84453, 1.91344, -0.00941], [1.51274, 1.04879, 1.78451], [-0.23449, -1.71321, -0.31843], [-0.77513, -1.93061, 1.13755], [-2.64063, -1.09478, -0.91476], [-2.84973, -0.45714, 0.70611], [-1.82860, 1.73857, -0.23720], [-0.62427, 0.65807, -1.19751], [-0.28518, 0.21972, 0.62631], [2.42765, -1.19408, -0.04108]], "lowdin_charge": [-0.239, -0.155, -0.262, -0.147, -0.152, 0.171, 0.074, 0.188, 0.166, 0.076, 0.128, 0.099, 0.111, 0.131, 0.074, -0.148, -0.112]}



How do the energies compare? Relative to the most stable structure, in eV: <a> 0.000; <b> 2.441.



<a>
{"formula": "C9H15N3O2S", "method": "wB97M-V/def2-TZVPD", "homo_ev": -9.191, "smiles": "O=S(=O)(c1cnc[nH]1)N1CCCCCC1", "lumo_ha": 0.027, "elements": ["O", "S", "O", "C", "C", "N", "C", "N", "N", "C", "C", "C", "C", "C", "C", "H", "H", "H", "H", "H", "H", "H", "H", "H", "H", "H", "H", "H", "H", "H"], "coordinates": [[0.79538, 2.42621, -0.25871], [0.89440, 1.02064, -0.50080], [0.68856, 0.53914, -1.84538], [2.51972, 0.44580, -0.08006], [3.27728, 0.38313, 1.05985], [4.47175, -0.19275, 0.78484], [4.45442, -0.47644, -0.49015], [3.28803, -0.11218, -1.06387], [-0.02888, 0.22523, 0.61310], [-1.09931, 0.97379, 1.23466], [-2.17810, 1.41718, 0.24372], [-3.05850, 0.28250, -0.27307], [-2.27410, -0.85897, -0.92078], [-1.53770, -1.72072, 0.10703], [-0.13238, -1.20339, 0.42761], [3.03029, 0.71759, 2.04590], [5.26016, -0.94111, -1.02173], [2.97823, -0.19308, -2.02048], [-1.52012, 0.36665, 2.03882], [-0.63458, 1.86263, 1.66772], [-2.80887, 2.16369, 0.73134], [-1.67161, 1.90071, -0.59356], [-3.65774, -0.11774, 0.54990], [-3.75009, 0.69806, -1.00928], [-2.97697, -1.48994, -1.46918], [-1.55722, -0.45365, -1.63709], [-2.12893, -1.77576, 1.02346], [-1.42773, -2.73928, -0.27028], [0.24745, -1.70479, 1.32804], [0.53716, -1.44318, -0.40158]], "lowdin_charge": [-0.265, 0.673, -0.294, -0.306, -0.115, 0.063, -0.185, 0.082, -0.249, -0.189, -0.180, -0.203, -0.193, -0.171, -0.204, 0.110, 0.119, 0.152, 0.133, 0.115, 0.116, 0.103, 0.111, 0.109, 0.109, 0.100, 0.107, 0.112, 0.126, 0.112]}



<b>
{"formula": "C9H15N3O2S", "method": "wB97M-V/def2-TZVPD", "homo_ev": -9.291, "smiles": "CC/N=C1\\S[C@H](C(N)=O)CC(=O)N1CC", "lumo_ha": 0.016, "elements": ["C", "C", "N", "C", "S", "C", "C", "N", "O", "C", "C", "O", "N", "C", "C", "H", "H", "H", "H", "H", "H", "H", "H", "H", "H", "H", "H", "H", "H", "H"], "coordinates": [[-3.34361, -1.11178, 0.63010], [-2.74528, -0.93876, -0.76463], [-1.76200, 0.09792, -0.75488], [-0.52764, -0.11388, -0.71191], [0.16494, -1.78989, -0.67748], [1.94394, -1.44125, -0.78823], [2.64715, -1.17357, 0.55100], [1.84483, -0.94980, 1.60759], [3.85275, -1.14183, 0.60223], [2.15650, -0.26252, -1.72849], [1.63095, 1.00701, -1.09488], [2.28996, 2.01628, -1.01683], [0.34666, 0.94993, -0.60498], [-0.21655, 2.17603, -0.03785], [-0.37819, 2.04888, 1.47011], [-2.58396, -1.46352, 1.32477], [-3.73447, -0.16232, 0.98691], [-4.15033, -1.83829, 0.59801], [-3.52672, -0.62023, -1.45973], [-2.32405, -1.89515, -1.10723], [2.38605, -2.34565, -1.21565], [0.84932, -1.09095, 1.55137], [2.26815, -0.80152, 2.50837], [3.22279, -0.12200, -1.91468], [1.64821, -0.44087, -2.68022], [0.48084, 2.97895, -0.27991], [-1.18051, 2.35823, -0.51439], [-1.07415, 1.24846, 1.71084], [-0.76810, 2.97876, 1.87359], [0.58252, 1.84332, 1.93707]], "lowdin_charge": [-0.087, -0.311, 0.038, -0.567, 1.033, -0.466, -0.574, 0.171, 0.079, -0.098, -0.441, 0.101, -0.019, -0.182, -0.065, 0.064, 0.072, 0.070, 0.113, 0.070, 0.119, 0.056, 0.122, 0.135, 0.131, 0.116, 0.114, 0.061, 0.075, 0.071]}



How do the energies compare? Relative to the most stable structure, in eV: <a> 1.488; <b> 0.000.



<a>
{"formula": "C4H3NO2S", "method": "wB97M-V/def2-TZVPD", "homo_ev": -9.284, "smiles": "[O-][N+](=S)c1ccco1", "lumo_ha": -0.050, "elements": ["O", "N", "S", "C", "C", "C", "C", "O", "H", "H", "H"], "coordinates": [[-0.99881, -2.59843, 0.03766], [-1.32609, -1.49095, 0.45202], [-2.62158, -1.05648, 1.34771], [-0.43822, -0.42307, 0.12707], [0.64545, -0.44388, -0.69194], [1.21135, 0.91648, -0.62183], [0.38345, 1.55193, 0.27584], [-0.54227, 0.76577, 0.78086], [1.18250, -1.21284, -1.20281], [2.13791, 1.34456, -1.10837], [0.36630, 2.64691, 0.60379]], "lowdin_charge": [-0.013, -0.679, 0.763, -0.350, 0.039, -0.027, -0.143, 0.011, 0.115, 0.127, 0.158]}



<b>
{"formula": "C4H3NO2S", "method": "wB97M-V/def2-TZVPD", "homo_ev": -10.040, "smiles": "N#CC(=S)C(=O)CO", "lumo_ha": -0.089, "elements": ["N", "C", "C", "S", "C", "O", "C", "O", "H", "H", "H"], "coordinates": [[-2.80338, -1.88167, -0.81890], [-1.76911, -1.23802, -1.19269], [-0.62018, -0.25731, -1.17396], [0.58247, -0.51311, -2.14936], [-0.49104, 0.53280, 0.12824], [-1.55504, 0.73214, 0.78453], [0.83080, 0.78228, 0.85346], [1.63516, -0.37098, 0.97984], [1.31388, 1.57664, 0.34240], [0.49736, 1.02260, 1.92787], [2.37907, -0.38538, 0.31858]], "lowdin_charge": [0.159, -0.170, -0.718, 0.893, -0.335, 0.071, -0.206, -0.075, 0.111, 0.162, 0.108]}



How do the energies compare? Relative to the most stable structure, in eV: <a> 0.239; <b> 0.000.